28
Properties=species:S:1:pos:R:3:forces:R:3:nbo_charge:R:1 method="wB97M-V/def2-TZVPD" multiplicity=1 e_homo_ha="-0.2976 / -0.2873" gap_ha="0.26526 / 0.26332" lumo_ev="-0.88 / -0.65" e_above_lowest_kj_mol=378.36 total_energy_ev=-18131.8755
C 3.46733 -0.76668 0.35686 -0.9693 -0.9008 -2.3942 -0.22
C 2.60528 -1.62331 -0.42574 0.6018 1.4995 0.9815 -0.18
C 3.07922 0.56717 0.54863 -0.1048 0.0824 0.3164 -0.21
C 1.39604 -1.12854 -0.90022 2.5840 -0.4962 0.6494 -0.20
C 1.88870 1.10514 0.06389 -0.8465 -0.1596 -0.7432 -0.25
C 1.12464 0.20929 -0.76048 -0.6066 2.0833 1.4443 0.09
C -1.61481 2.13382 -0.62971 0.5660 -1.9026 0.5067 0.07
C -1.66784 -1.14972 -0.26066 -1.3755 -2.8095 0.6604 0.57
C -2.32503 1.18114 0.33920 -1.2020 0.1617 0.2000 -0.55
C -1.55478 -0.07298 0.62181 0.6746 2.0336 0.3106 0.08
C -0.82138 -0.30566 1.88194 -1.3330 4.5837 0.9997 -0.66
N -0.56504 1.77768 -1.21417 1.6037 -0.1654 -0.8891 -0.19
N -0.09446 0.55071 -1.26801 -1.6436 0.1742 0.4075 -0.22
N -2.54319 -1.03171 -1.28923 0.1320 1.1285 -3.8712 -0.83
O -1.29896 -2.29139 0.01570 1.1114 -0.0966 0.3105 -0.63
H 4.49519 -1.11203 0.51392 -0.5232 0.2649 0.5247 0.22
H 2.88083 -2.62241 -0.72297 0.1868 -0.2003 0.3935 0.22
H 3.74142 1.19160 1.10577 0.3517 0.4161 0.3547 0.21
H 0.73350 -1.79208 -1.36420 -0.9189 -0.5336 -0.8739 0.24
H 1.45052 2.17114 0.23868 1.3141 -2.0841 -0.3087 0.24
H -1.87720 3.11424 -0.85319 -1.1068 1.6095 0.0766 0.20
H -2.47138 1.79106 1.27280 -0.2147 -0.7557 -0.7346 0.24
H -3.34699 0.87786 -0.13916 1.5929 0.7184 1.0109 0.27
H -1.45384 0.30398 2.69034 1.2553 -1.8357 -1.1499 0.22
H 0.13468 0.26970 1.91689 -0.2140 -0.4807 -0.2565 0.24
H -0.66919 -1.31878 2.02766 0.2412 -1.8400 0.7005 0.26
H -2.30367 -0.17165 -1.85994 -0.6990 -1.3499 0.7238 0.38
H -2.38958 -1.85760 -1.90640 -0.4575 0.8546 0.6495 0.39